The following is a DFT calculation (wB97M-V/def2-TZVPD) of a 9-piece molecular cluster, C50H127N9O16 overall in a non-equilibrium geometry.

XYZ file:
```
202
Properties=species:S:1:pos:R:3:forces:R:3
C -6.333179 9.559258 14.295654 -0.493 0.527 -0.024
O -6.233357 10.502826 13.249518 -0.409 -0.301 -0.344
C -7.033394 10.111682 12.119931 1.142 1.064 0.185
C -6.986615 11.276442 11.120540 -0.849 -0.094 0.434
N -5.682062 11.524630 10.567642 0.254 0.518 0.270
C -5.761241 12.247404 9.267002 0.667 -1.651 0.884
C -4.377399 12.312382 8.573158 -1.021 0.615 0.353
O -4.581586 12.974026 7.347293 -0.553 -0.295 -0.573
C -3.446767 13.024188 6.540157 0.540 0.397 -0.213
H -5.694674 9.917417 15.103198 -0.057 -0.244 0.025
H -6.071094 8.544985 13.994549 0.308 -0.101 -0.098
H -7.382340 9.539837 14.590589 -0.160 -0.144 0.519
H -8.058199 9.880864 12.410785 -0.257 0.188 0.167
H -6.594092 9.194831 11.726891 -0.033 -0.121 -0.371
H -7.372661 12.168040 11.614620 -0.180 0.028 0.025
H -7.673960 10.998473 10.321550 -0.554 0.016 -0.257
H -5.364380 10.568220 10.500818 0.945 0.320 -1.010
H -6.253013 13.207602 9.422784 0.396 0.229 0.013
H -6.428629 11.658941 8.637388 -0.153 0.062 -0.612
H -4.000928 11.302843 8.408229 0.076 -0.242 0.041
H -3.636725 12.885450 9.130929 0.051 -0.113 0.475
H -2.972860 12.069332 6.312616 -0.252 -0.494 0.198
H -2.673405 13.626116 7.017318 0.222 0.248 0.038
H -3.703485 13.472955 5.580576 -0.167 0.126 0.112
C 3.010112 16.401204 18.980084 0.176 0.544 0.537
O 2.819042 15.236863 18.237766 -0.115 -0.572 0.111
C 3.885926 14.962605 17.324478 -0.704 0.845 -0.103
C 3.614266 13.727602 16.497394 -0.378 -0.995 0.574
N 3.991346 12.471282 17.155173 0.454 0.307 0.586
C 3.787880 11.250751 16.368587 -0.305 0.744 1.293
C 2.376917 10.727361 16.624542 -0.835 0.250 -1.271
O 2.079044 9.667196 15.723439 0.088 -0.454 0.100
C 1.713520 10.006979 14.388483 0.149 -0.531 0.115
H 2.895234 17.341698 18.441216 0.269 0.010 -0.794
H 3.987476 16.407409 19.462586 0.271 0.027 0.060
H 2.274920 16.540425 19.772685 -0.224 -0.796 0.029
H 4.850528 14.950554 17.831918 0.165 -0.300 0.296
H 3.915595 15.830595 16.665821 0.207 0.069 -0.428
H 4.105066 13.807861 15.527460 -0.022 0.231 -0.282
H 2.536204 13.632485 16.367630 -0.061 0.447 -0.420
H 4.952988 12.533484 17.457616 0.089 -0.057 -0.031
H 4.463648 10.499722 16.777701 0.164 -0.057 -0.311
H 4.017566 11.447617 15.321410 -0.230 -0.363 -0.299
H 1.577755 11.460392 16.514496 0.215 0.750 -0.347
H 2.191454 10.422020 17.654332 0.641 -0.574 -0.018
H 0.671557 10.314633 14.300400 -0.163 0.209 0.174
H 1.837172 9.085153 13.820118 -0.157 -0.113 -0.020
H 2.345436 10.727001 13.868532 0.187 0.360 0.407
C -3.771483 4.585051 8.442848 1.928 1.638 1.185
O -3.262663 4.594811 9.783933 -0.031 -1.066 1.155
C -1.846726 4.760399 9.928882 -0.692 -0.029 0.294
C -1.479968 4.828648 11.404551 0.407 -0.168 -0.501
N -0.031693 5.115120 11.516557 -0.484 0.820 1.029
C 0.358214 5.508913 12.895420 0.421 -0.583 -0.203
C 1.820110 5.158109 13.177863 0.470 1.671 -0.475
O 2.180874 5.199157 14.529940 -0.218 -0.745 1.048
C 2.295059 6.504413 15.134585 -0.126 -0.986 -1.108
H -3.185471 3.903368 7.826407 -0.621 -0.305 -0.183
H -3.477955 5.602018 8.182588 -0.468 0.167 -1.281
H -4.859221 4.519660 8.468653 0.207 -0.481 -0.113
H -1.519748 5.686497 9.456074 0.111 0.028 -0.335
H -1.291398 3.896049 9.564747 -0.046 -0.069 -0.763
H -1.696756 3.856307 11.846878 -0.369 -0.029 0.295
H -2.094343 5.599355 11.870020 0.247 0.112 0.280
H 0.510186 4.304162 11.254224 -0.109 -0.206 -0.052
H -0.187543 4.996102 13.687439 -0.536 -0.215 -0.015
H 0.227188 6.579538 13.052511 -0.237 0.104 -0.184
H 2.455457 5.914841 12.717666 0.114 0.152 -0.708
H 2.100213 4.216553 12.705521 -0.067 -0.366 0.494
H 2.992182 7.077989 14.523751 0.102 0.356 0.128
H 2.699682 6.348460 16.134619 -0.186 0.107 -0.122
H 1.322304 6.996118 15.143055 0.046 0.172 0.278
C -9.192555 8.060430 8.533339 -0.242 0.721 -2.099
O -9.083404 9.494721 8.481716 -0.225 0.004 1.015
C -9.861276 10.197786 7.486729 0.487 0.312 0.313
C -9.768693 11.700015 7.805912 1.263 -0.449 1.226
N -10.520060 12.079451 9.000392 -0.782 1.200 -0.212
C -10.248628 13.487152 9.427552 -0.092 -1.273 -0.185
C -10.622459 13.660837 10.876811 -0.063 -0.290 0.505
O -9.827569 12.773952 11.638946 0.723 -0.055 -2.692
C -10.058511 12.741191 12.954185 -0.542 0.070 2.579
H -8.723188 7.534025 9.364426 -0.238 0.897 0.534
H -8.657234 7.678405 7.664088 0.140 -0.250 -0.313
H -10.231532 7.779107 8.361640 -0.168 -0.229 0.508
H -10.909073 9.897609 7.476509 -0.076 -0.353 0.067
H -9.390233 10.020995 6.519795 -0.173 -0.089 -0.286
H -9.888878 12.402924 6.981545 -0.837 -0.365 -0.220
H -8.715041 11.847209 8.043088 0.600 -0.036 -0.075
H -10.256664 11.499433 9.784169 0.248 -0.275 -0.078
H -10.794022 14.203304 8.812912 -0.095 -0.075 -0.100
H -9.182036 13.688348 9.327515 0.296 0.244 -0.012
H -11.660600 13.403494 11.086907 -0.392 0.022 -0.294
H -10.471694 14.684556 11.219399 0.156 0.281 -0.055
H -9.457824 11.943379 13.390944 -0.003 0.051 0.079
H -11.103435 12.589676 13.224897 -0.487 -0.483 -0.183
H -9.841591 13.674357 13.474038 0.537 0.398 0.026
C -2.990972 -0.293767 13.177623 -0.150 0.871 0.414
O -3.575149 0.829580 12.494699 -0.325 -1.253 0.328
C -4.777783 0.384176 11.867730 -0.036 1.415 -0.948
C -5.362176 1.523288 10.989889 0.757 -1.129 1.101
N -6.123282 2.434483 11.835298 -0.226 0.692 -0.552
C -6.831206 3.410353 11.017699 -0.887 0.552 0.483
C -7.431503 4.561345 11.889231 0.660 -1.446 0.580
O -6.440550 5.291930 12.613029 -0.117 -0.006 -0.739
C -5.779347 6.234898 11.778529 -0.145 -0.139 0.420
H -3.758991 -0.945098 13.594789 -0.164 -0.102 -0.113
H -2.441344 0.089078 14.037531 0.230 0.077 -0.159
H -2.328452 -0.878092 12.539084 0.003 0.037 -0.197
H -5.572038 0.159154 12.579510 0.173 -0.296 0.367
H -4.560154 -0.483160 11.244451 0.021 -0.224 -0.081
H -5.981548 1.007514 10.256098 -0.348 0.366 -0.100
H -4.534735 2.029292 10.492499 0.105 0.066 -0.354
H -5.459601 3.084042 12.232406 0.568 -0.482 0.898
H -7.650584 2.937706 10.476113 -0.127 -0.068 -0.068
H -6.141629 3.823156 10.281377 -0.004 0.323 -0.350
H -8.015384 4.170333 12.722471 -0.269 -0.503 -0.328
H -8.115983 5.114701 11.246282 0.251 0.796 0.013
H -5.246637 5.727928 10.973985 -0.090 0.105 -0.291
H -5.035031 6.784552 12.354696 -0.117 0.011 0.173
H -6.560312 6.915207 11.438847 0.280 0.307 -0.493
C -6.665685 6.990737 4.786774 -0.485 -0.143 0.019
O -5.667746 6.932497 5.798433 -1.142 0.189 -0.288
C -4.369910 6.867842 5.307178 1.705 0.696 -0.143
C -3.992775 5.652853 4.476335 -0.719 1.196 0.618
N -4.073640 4.483835 5.314466 0.226 -0.289 -0.763
C -4.098144 3.292654 4.476448 -0.010 -0.901 0.178
C -4.077189 2.002519 5.299202 -1.501 0.055 1.646
O -5.386902 1.908497 6.001081 0.465 -0.117 -0.921
C -5.376390 1.026689 7.106081 0.302 0.765 0.652
H -6.617548 7.773876 4.030156 1.113 0.334 -0.053
H -7.630708 7.248144 5.223325 0.049 -0.608 0.541
H -6.701792 6.041764 4.251749 -0.367 -0.099 0.028
H -3.706002 6.937410 6.168852 -0.050 -0.188 0.210
H -4.115068 7.747202 4.715684 -0.272 0.348 -0.240
H -3.011076 5.858451 4.049605 0.164 -0.351 0.068
H -4.724767 5.670575 3.668886 0.031 -0.486 -0.608
H -4.921056 4.626809 5.845076 -0.278 -0.631 0.210
H -3.250555 3.372706 3.795795 0.434 -0.299 0.263
H -4.929782 3.234091 3.774268 -0.612 0.151 0.068
H -3.330361 2.060042 6.091062 0.327 0.156 -0.052
H -3.968565 1.031450 4.816168 0.263 0.307 -0.710
H -4.848269 1.539163 7.910171 0.429 -0.234 0.287
H -4.937429 0.040739 6.953395 0.241 -0.030 -0.458
H -6.367826 0.856677 7.525894 -0.331 0.222 -0.589
C -2.296355 12.074304 14.639634 -0.184 0.552 1.419
O -2.351676 10.641214 14.716384 0.351 0.315 0.601
C -1.971616 10.059146 15.993837 0.471 -0.422 0.247
C -1.746829 8.540675 15.823507 -1.272 1.815 -1.247
N -3.065118 7.865528 15.589372 1.768 0.320 0.909
C -2.838523 6.441330 15.652333 -0.881 -1.089 -0.167
C -4.170977 5.653359 15.610879 1.222 -0.478 0.827
O -3.900502 4.202657 15.650103 -0.559 2.428 -0.070
C -3.666302 3.688247 14.362556 -0.095 -0.918 0.476
H -1.334278 12.557920 14.808803 0.740 -0.778 -0.006
H -2.883912 12.484808 15.460830 -0.457 0.048 0.024
H -2.642354 12.558461 13.726403 -0.372 -1.062 -0.335
H -2.663990 10.126105 16.833030 -0.811 0.771 -0.397
H -1.050859 10.523206 16.347344 0.290 0.109 -0.190
H -1.195406 8.128374 16.668523 -0.209 -0.012 -0.034
H -1.129501 8.585650 14.926301 0.458 -1.038 -0.233
H -3.361716 8.134119 14.662014 -0.219 -0.104 -0.339
H -2.288083 6.198606 16.561283 -0.227 -0.003 0.248
H -2.217266 6.030936 14.856266 0.288 0.158 -0.484
H -4.754213 5.980036 14.749942 -0.058 -0.443 -0.340
H -4.750106 5.922198 16.494308 -0.027 -0.292 0.089
H -3.680800 2.613255 14.542217 -0.098 -0.114 -0.548
H -2.690520 3.922114 13.936805 0.119 0.357 0.053
H -4.463791 3.984646 13.681181 0.009 -0.005 -0.131
C -1.463698 9.079106 11.769852 -0.551 0.116 -0.247
C -2.950586 9.308214 11.481972 -0.210 -0.782 0.163
C -3.524259 8.450062 10.331221 0.599 0.721 0.772
O -4.843282 8.903812 10.068000 -0.283 -0.600 -0.928
C -5.350498 8.215574 8.937812 -0.315 -0.749 -0.482
N -3.698037 9.065747 12.733012 0.115 -0.168 -0.911
H -1.254230 8.012026 11.844426 0.188 -0.121 -0.289
H -1.221980 9.493191 12.748736 -0.034 0.193 -0.026
H -0.856773 9.599085 11.028665 0.238 -0.400 -0.046
H -3.089802 10.332088 11.134989 0.033 0.340 0.056
H -3.563702 7.380467 10.537389 0.242 -0.206 0.252
H -2.907714 8.618146 9.448204 0.157 -0.047 -0.252
H -4.643862 8.152775 8.110278 0.364 0.281 0.040
H -6.269273 8.595500 8.491047 -0.007 0.824 0.563
H -5.600685 7.180796 9.171800 0.144 -0.283 0.317
H -3.242831 9.643031 13.425563 0.032 0.180 0.248
H -4.601213 9.504519 12.624145 -0.259 0.028 0.053
C 1.833123 11.817851 8.119972 -0.176 0.251 0.372
C 2.525494 11.645645 9.484020 -1.016 0.661 0.158
C 2.691011 10.192890 9.832577 -0.306 -1.320 0.325
O 1.462081 9.390011 9.953205 1.415 0.679 -0.819
C 1.674571 8.085524 10.545438 -1.107 1.566 -0.199
N 3.820510 12.293489 9.507443 1.287 0.141 -0.854
H 0.760919 11.702742 8.278815 -0.082 -0.039 -0.122
H 2.129086 11.116364 7.339965 0.278 -0.232 0.254
H 1.999895 12.812327 7.706093 -0.003 0.160 0.166
H 1.941593 12.152998 10.251970 -0.746 -0.273 0.026
H 3.234967 10.115138 10.773951 0.113 -0.047 0.261
H 3.339124 9.816071 9.041351 0.057 -0.574 -0.066
H 2.359085 7.409978 10.032431 0.438 0.368 -0.035
H 0.689031 7.623010 10.491788 0.104 -0.122 0.220
H 1.919394 8.321505 11.581036 0.391 -0.749 0.228
H 3.737376 13.295276 9.409443 -0.346 0.096 -0.331
H 4.365768 12.212561 10.353754 -0.271 -0.601 0.414
```
Positions in Å, forces in eV/Å.

Output
- E_HOMO (alpha / beta) (Ha) = 0.0269 / -0.2328
- F_max (eV Å⁻¹) = 2.79
- Kohn-Sham gap (alpha / beta) (eV) = 1.165 / 8.279
- total charge = -1
- multiplicity = 2